A molecular structure, C48H40N2O3P2Pd in a non-equilibrium geometry, computed with ωB97M-V/def2-TZVPD.

Structure (XYZ):
```
96
Properties=species:S:1:pos:R:3:forces:R:3
Pd 0.228 0.168 -0.761 -1.0 1.1 0.5
O 3.022 -5.971 -0.351 -0.1 -0.2 0.1
C 3.746 -5.044 -1.115 0.5 0.0 -0.2
C 2.912 -3.815 -1.315 -0.2 0.2 0.1
C 3.471 -2.608 -1.730 -0.2 -0.1 0.0
C 2.645 -1.508 -1.861 0.4 -0.2 -0.1
N 1.336 -1.552 -1.633 0.0 -0.3 0.0
C 0.771 -2.723 -1.290 0.8 -0.1 -0.1
C 1.541 -3.862 -1.098 -0.1 0.1 0.0
C -0.692 -2.725 -1.142 -1.1 -0.2 0.1
C -1.431 -3.902 -1.166 0.2 0.2 0.0
C -2.812 -3.859 -1.029 0.1 0.2 0.1
C -3.593 -5.153 -1.029 -0.2 0.1 0.2
O -2.890 -6.208 -1.621 0.2 -0.3 -0.2
C -3.409 -2.614 -0.848 0.2 -0.2 -0.1
C -2.613 -1.480 -0.849 -0.2 -0.2 0.0
N -1.297 -1.534 -1.003 0.3 -0.5 0.1
H 3.485 -6.816 -0.335 0.0 0.1 0.0
H 3.995 -5.449 -2.110 0.0 0.1 0.1
H 4.694 -4.764 -0.630 -0.2 0.0 -0.1
H 4.527 -2.533 -1.928 0.2 0.1 0.0
H 3.046 -0.555 -2.189 0.0 0.0 0.1
H 1.107 -4.783 -0.747 -0.1 -0.1 0.0
H -0.953 -4.860 -1.300 0.0 0.0 -0.1
H -4.582 -5.004 -1.480 0.1 0.0 0.1
H -3.751 -5.445 0.019 -0.1 0.1 -0.2
H -3.038 -6.228 -2.575 0.0 0.0 0.1
H -4.475 -2.528 -0.719 -0.2 0.1 0.0
H -3.048 -0.492 -0.730 0.0 -0.1 0.0
O 0.499 2.551 1.446 0.2 0.6 0.6
C -0.130 2.368 2.646 -0.2 -0.3 0.3
C -0.616 3.344 3.500 0.1 0.2 -0.2
C -1.169 2.954 4.712 0.1 -0.1 -0.1
C -1.254 1.614 5.059 0.0 0.0 0.1
C -0.850 0.634 4.171 0.0 0.1 0.0
C -0.300 1.011 2.955 0.0 0.3 -0.9
P 0.260 -0.112 1.655 0.8 0.0 -0.4
C -0.432 -1.721 2.106 -0.2 0.3 -0.5
C 0.306 -2.901 2.151 0.2 0.2 0.0
C -0.333 -4.098 2.430 0.0 -0.1 0.0
C -1.701 -4.126 2.654 0.0 0.1 0.0
C -2.442 -2.954 2.593 0.0 0.0 0.0
C -1.814 -1.760 2.304 0.1 0.1 0.0
C 2.054 -0.182 1.923 -0.2 0.1 -0.5
C 2.568 -0.656 3.126 -0.1 0.0 -0.2
C 3.936 -0.648 3.327 0.0 0.0 0.1
C 4.783 -0.178 2.334 0.0 0.0 -0.1
C 4.270 0.301 1.136 0.1 0.0 0.1
C 2.902 0.306 0.935 -0.2 0.2 -0.3
C 0.682 3.801 0.895 -0.2 0.3 -0.5
C 1.287 4.877 1.526 0.0 -0.2 0.0
C 1.396 6.074 0.837 -0.1 -0.1 0.0
C 0.903 6.204 -0.453 0.0 0.1 -0.1
C 0.349 5.116 -1.103 0.0 0.0 0.1
C 0.251 3.905 -0.429 0.0 -0.7 0.5
P -0.335 2.381 -1.230 0.2 0.2 0.4
C 0.302 2.648 -2.910 0.0 -0.6 0.3
C -0.448 3.202 -3.942 -0.1 -0.1 0.1
C 0.177 3.544 -5.128 0.0 0.1 0.0
C 1.541 3.349 -5.282 0.0 0.0 0.0
C 2.287 2.771 -4.265 0.1 0.0 0.0
C 1.667 2.410 -3.083 0.0 -0.1 0.2
C -2.133 2.479 -1.298 0.2 -0.3 0.0
C -2.782 1.638 -2.204 0.1 0.1 -0.1
C -4.163 1.628 -2.257 0.0 -0.1 0.0
C -4.894 2.409 -1.373 0.0 0.0 0.0
C -4.248 3.204 -0.440 -0.1 0.0 0.0
C -2.866 3.251 -0.403 0.2 0.0 -0.1
H -0.563 4.391 3.238 0.0 0.0 0.0
H -1.515 3.715 5.395 -0.1 0.0 0.0
H -1.639 1.331 6.023 -0.1 0.0 0.1
H -0.946 -0.411 4.421 -0.1 -0.1 0.1
H 1.376 -2.884 1.995 0.1 0.0 -0.1
H 0.239 -5.012 2.482 0.1 -0.1 0.0
H -2.190 -5.059 2.888 0.0 -0.1 0.0
H -3.505 -2.970 2.778 -0.1 0.0 0.0
H -2.378 -0.838 2.237 -0.2 0.0 0.0
H 1.891 -1.024 3.882 0.0 0.0 0.2
H 4.344 -1.005 4.261 0.0 0.0 0.1
H 5.850 -0.188 2.494 0.1 0.0 0.0
H 4.933 0.669 0.366 0.1 0.0 0.0
H 2.457 0.714 0.012 0.4 -0.2 0.5
H 1.677 4.784 2.528 0.0 0.0 0.1
H 1.871 6.917 1.314 0.0 0.1 0.1
H 0.967 7.155 -0.958 0.0 0.1 -0.1
H -0.017 5.198 -2.117 0.1 0.1 -0.1
H -1.505 3.384 -3.811 -0.1 0.0 0.0
H -0.401 3.981 -5.927 0.0 0.1 -0.1
H 2.027 3.658 -6.194 0.0 0.0 -0.1
H 3.347 2.617 -4.394 0.1 0.0 0.0
H 2.240 1.977 -2.262 0.0 0.1 -0.2
H -2.192 1.015 -2.871 -0.1 0.0 0.0
H -4.674 1.011 -2.980 0.0 -0.1 -0.1
H -5.972 2.400 -1.411 -0.1 0.0 0.0
H -4.823 3.793 0.257 -0.1 0.1 0.0
H -2.355 3.890 0.303 0.0 0.1 0.1
```
Forces are in eV/Å.

Output
Max |F|   1.6 eV/A
Energy   -2998.488591 a.u.
HOMO level (alpha / beta)   -13.342 / -13.348 eV
Spin multiplicity   1
LUMO (alpha / beta)   -7.351 / -7.357 eV
Kohn-Sham gap (alpha / beta)   5.991 / 5.991 eV
Charge   +2